A molecular structure, C4H11NO in a non-equilibrium geometry. Source: the Open Molecules 2025 dataset; level of theory: ωB97M-V/def2-TZVPD.

Summary:
HOMO level ... -7.5 eV
Spin multiplicity ... 1
Gap between HOMO and LUMO ... 8.27 eV
ΔE to the lowest compared entry with this formula, charge and spin ... 173.3 kcal per mole

The geometry in XYZ format:
```
17
Properties=species:S:1:pos:R:3:forces:R:3:nbo_charge:R:1
C 2.3198 -0.0896 -0.9787 -0.1 0.1 0.0 -0.426
N 1.3388 -0.5818 -0.0313 -0.8 0.3 0.5 -0.353
O 1.9317 -1.3817 0.9781 -0.3 0.2 -0.3 -0.561
H 2.0111 -2.2781 0.6175 -0.1 0.1 -0.1 0.462
H 0.5703 0.3391 0.5865 0.7 -0.9 -0.7 0.322
H 3.0920 0.4968 -0.4784 -0.1 0.0 0.1 0.206
H 2.8142 -0.9004 -1.5255 -0.2 0.0 0.1 0.191
H 1.8036 0.5541 -1.6916 0.0 -0.1 0.0 0.221
C -2.5113 1.2456 0.8081 -0.2 0.1 0.1 -0.671
C -1.5720 0.2755 0.1978 1.1 0.6 0.6 -0.036
C -1.3926 -0.7130 -0.5760 0.7 -0.4 -0.3 -0.567
H -0.3261 0.7396 0.8002 -0.9 -0.1 -0.2 -0.090
H -3.5237 1.0434 0.4478 0.1 0.0 0.0 0.225
H -2.5144 1.1706 1.8982 0.0 0.0 -0.1 0.222
H -2.2574 2.2761 0.5487 0.0 -0.1 0.0 0.220
H -2.1408 -1.2279 -1.1604 -0.2 0.0 0.1 0.218
H 0.3568 -0.9685 -0.4408 0.5 0.1 0.2 0.417
```
Positions in Å, forces in eV/Å.



C4H11NO in the gas phase in a non-equilibrium geometry. Source: the Open Molecules 2025 dataset; level of theory: ωB97M-V/def2-TZVPD.

Summary:
HOMO level ... -9.1 eV
SMILES ... NCCCCO
Spin multiplicity ... 1
Gap between HOMO and LUMO ... 10.01 eV
ΔE to the lowest compared entry with this formula, charge and spin ... 30.4 kcal per mole

The geometry in XYZ format:
```
17
Properties=species:S:1:pos:R:3:forces:R:3:nbo_charge:R:1
N 0.4218 -0.5745 2.1984 0.3 0.4 0.0 -0.869
C 0.4916 0.6278 1.3259 -0.3 -1.5 -0.5 -0.220
C 1.0424 0.2026 -0.0427 -0.1 1.4 0.2 -0.401
C 0.1981 -0.7827 -0.8094 -0.1 -0.3 -1.4 -0.440
C -1.1361 -0.2806 -1.3348 -1.7 0.8 0.2 -0.062
O -0.9075 0.7514 -2.3042 0.4 -0.3 -0.5 -0.749
H -0.5259 -0.9129 2.3205 0.2 0.2 0.1 0.361
H 0.8629 -0.4734 3.0998 -0.1 0.1 0.0 0.365
H 1.0493 1.4857 1.7061 0.1 -0.3 0.4 0.193
H -0.5279 0.9533 1.1608 -0.3 0.4 0.0 0.169
H 0.9924 1.0999 -0.6656 0.3 0.2 -0.1 0.201
H 2.1144 -0.0517 0.0216 -0.5 -0.3 0.0 0.211
H 0.6995 -0.9497 -1.7637 0.4 -0.2 0.0 0.218
H 0.1012 -1.7671 -0.4000 -0.1 -0.5 0.8 0.216
H -1.7732 -1.0280 -1.8554 1.0 -0.2 0.2 0.179
H -1.8692 0.0836 -0.5868 0.7 0.1 0.2 0.155
H -1.2340 1.6164 -2.0705 -0.2 0.0 0.5 0.474
```
Positions in Å, forces in eV/Å.



C4H11NO in the gas phase in a non-equilibrium geometry. Source: the Open Molecules 2025 dataset; level of theory: ωB97M-V/def2-TZVPD.

Summary:
HOMO level ... -8.9 eV
SMILES ... CC[C@H](C)NO
Spin multiplicity ... 1
Gap between HOMO and LUMO ... 10.01 eV
ΔE to the lowest compared entry with this formula, charge and spin ... 71.3 kcal per mole

The geometry in XYZ format:
```
17
Properties=species:S:1:pos:R:3:forces:R:3:nbo_charge:R:1
C -2.0961 -0.2144 -0.4244 1.0 2.4 1.1 -0.614
C -0.8226 0.7825 0.0985 -3.6 -2.9 -1.5 -0.406
C 0.3406 -0.0678 -0.1800 3.5 3.0 1.0 -0.046
C 0.5360 -1.3038 0.6702 0.1 0.3 -0.2 -0.624
N 1.5468 1.0032 0.2371 -0.2 -2.4 -0.7 -0.375
O 2.5852 0.9362 -0.7604 -0.1 -0.1 0.2 -0.613
H -2.2846 -0.9904 0.3113 0.0 -0.1 0.0 0.204
H -1.9207 -0.6451 -1.4072 0.3 0.1 0.0 0.203
H -2.9585 0.4443 -0.4862 -0.3 -0.2 0.0 0.208
H -0.8298 1.6805 -0.5167 0.0 0.0 0.2 0.211
H -0.9700 0.9681 1.1604 0.1 0.2 0.0 0.211
H 0.4491 -0.2930 -1.2470 0.1 0.3 0.2 0.200
H 0.3376 -1.0872 1.7181 0.0 0.0 0.1 0.212
H 1.5656 -1.6429 0.5681 0.0 -0.1 0.0 0.221
H -0.1182 -2.1076 0.3410 -0.1 -0.1 0.0 0.212
H 1.2977 1.9933 0.2243 -0.6 -0.5 -0.4 0.336
H 3.3419 0.5440 -0.3071 -0.2 0.1 0.1 0.462
```
Positions in Å, forces in eV/Å.